# 1
Here is a molecular structure, C17H41CuN2PSTe from the Open Molecules 2025 dataset. Energies are from ωB97M-V/def2-TZVPD.

```
! wB97M-V def2-TZVPD RIJCOSX def2/J DEFGRID3
* xyz 2 2
Cu 0.708 -0.932 -0.211
C 1.864 -3.569 0.202
C 1.209 -3.756 -1.161
N 0.322 -2.623 -1.527
C 0.512 -2.185 -2.918
C 1.845 -1.473 -3.142
S 2.098 -0.099 -1.977
C 3.626 -0.568 -1.103
C 3.606 -1.953 -0.469
N 2.407 -2.207 0.351
H 1.126 -3.712 0.990
H 2.634 -4.336 0.332
H 1.971 -3.858 -1.934
H 0.655 -4.696 -1.162
H -0.640 -2.918 -1.418
H 0.451 -3.027 -3.616
H -0.294 -1.493 -3.173
H 2.690 -2.153 -3.059
H 1.870 -1.074 -4.155
H 4.471 -0.475 -1.785
H 3.732 0.208 -0.343
H 3.665 -2.715 -1.246
H 4.517 -2.066 0.124
H 2.635 -2.066 1.328
C -0.628 -1.976 2.778
C -1.313 -0.626 2.547
C -1.586 0.066 3.883
P -0.407 0.342 1.254
C -1.736 1.361 0.440
C -2.811 1.977 1.336
C -1.101 2.413 -0.472
C 0.790 1.530 2.017
C 1.860 0.747 2.784
C 0.273 2.702 2.851
H -1.197 -2.563 3.500
H 0.380 -1.850 3.179
H -0.562 -2.549 1.853
H -2.275 -0.829 2.060
H -0.664 0.213 4.446
H -2.234 -0.568 4.489
H -2.075 1.031 3.776
H -2.231 0.612 -0.194
H -2.404 2.708 2.032
H -3.345 1.223 1.911
H -3.550 2.498 0.721
H -0.519 3.143 0.092
H -1.879 2.985 -0.992
H -0.424 1.959 -1.205
H 1.279 1.946 1.126
H 1.456 0.283 3.684
H 2.659 1.421 3.097
H 2.304 -0.035 2.165
H -0.223 2.376 3.762
H -0.414 3.340 2.297
H 1.119 3.324 3.146
C -1.493 2.754 -4.368
Te -2.730 1.385 -3.358
C -4.334 2.709 -3.028
H -1.375 3.628 -3.731
H -1.985 3.024 -5.301
H -0.536 2.277 -4.558
H -4.795 2.914 -3.994
H -3.933 3.624 -2.595
H -5.042 2.229 -2.359
*
```

HOMO level (alpha / beta)	-13.7 / -13.7	eV
LUMO energy (alpha / beta)	-5.96 / -9.30	eV
Kohn-Sham gap (alpha / beta)	7.727 / 4.384	eV
total energy	-93317.555	eV

=====

# 2
Here is 4 unconnected molecules or ions with the total composition C17H41N2O4 from the Open Molecules 2025 dataset. Energies are from ωB97M-V/def2-TZVPD.

```
! wB97M-V def2-TZVPD RIJCOSX def2/J DEFGRID3
* xyz 1 1
C -1.556 0.755 -3.473
C -0.597 1.913 -3.333
O 0.113 2.159 -4.234
N -0.524 2.705 -2.154
C -1.487 3.811 -2.184
C -0.531 1.921 -0.901
C 0.921 1.717 -0.424
C 1.403 0.270 -0.347
C 1.599 -0.428 -1.691
C 2.955 -0.216 -2.376
C 3.103 0.903 -3.407
C 3.656 2.122 -2.647
N 4.348 1.522 -1.457
C 4.194 0.007 -1.491
H -2.107 0.869 -4.393
H -2.249 0.638 -2.648
H -1.005 -0.169 -3.578
H -1.418 4.379 -1.272
H -1.200 4.481 -2.986
H -2.521 3.508 -2.364
H -1.100 0.993 -0.954
H -1.024 2.531 -0.156
H 1.572 2.344 -1.014
H 0.990 2.117 0.587
H 2.290 0.226 0.278
H 0.659 -0.305 0.194
H 1.500 -1.491 -1.509
H 0.827 -0.185 -2.408
H 3.173 -1.168 -2.852
H 3.938 0.563 -4.024
H 2.290 1.072 -4.096
H 4.300 2.750 -3.238
H 2.820 2.767 -2.397
H 5.333 1.692 -1.643
H 4.048 1.848 -0.540
H 5.025 -0.310 -2.098
H 4.090 -0.491 -0.541
C 0.316 -2.914 2.963
C 1.673 -3.019 2.301
O 2.290 -1.729 2.206
H -0.330 -2.239 2.401
H -0.169 -3.887 3.031
H 0.411 -2.501 3.970
H 1.580 -3.408 1.287
H 2.330 -3.687 2.865
H 2.383 -1.386 3.103
C -2.518 0.606 2.301
C -1.474 1.250 3.195
O -0.245 0.528 3.150
H -2.692 -0.427 2.601
H -3.463 1.150 2.344
H -2.178 0.585 1.262
H -1.805 1.252 4.231
H -1.294 2.287 2.890
H 0.063 0.527 2.237
C -5.457 -3.246 2.282
C -4.440 -3.924 3.181
O -3.221 -3.183 3.235
H -5.058 -3.136 1.272
H -6.382 -3.821 2.232
H -5.691 -2.244 2.650
H -4.194 -4.914 2.801
H -4.837 -4.034 4.195
H -3.428 -2.309 3.583
*
```

HOMO level	-11.8	eV
LUMO energy	-2.90	eV
Kohn-Sham gap	8.912	eV
total energy	-29456.525	eV

=====

# 3
Here is a molecular structure, C17H41N2OP2V from the Open Molecules 2025 dataset. Energies are from ωB97M-V/def2-TZVPD.

```
! wB97M-V def2-TZVPD RIJCOSX def2/J DEFGRID3
* xyz 3 2
V 0.076 -0.137 0.033
P 1.269 1.064 1.683
P -0.882 -0.979 -1.959
N 1.180 1.055 -1.287
C 2.471 1.981 0.636
H 2.636 2.993 1.048
H 3.439 1.453 0.656
C 2.040 2.177 -0.823
H 1.446 3.078 -0.975
H 2.915 2.228 -1.480
C 0.903 1.095 -2.750
H 1.857 1.221 -3.272
H 0.308 1.994 -2.906
C 0.195 -0.181 -3.219
H 0.953 -0.910 -3.552
H -0.402 0.102 -4.104
C -2.583 -0.427 -2.479
C -3.643 -0.707 -1.407
H -4.614 -0.396 -1.808
H -3.469 -0.128 -0.488
H -3.708 -1.780 -1.155
C -0.698 -2.795 -2.266
C -1.765 -3.612 -1.543
H -1.514 -4.670 -1.638
H -2.764 -3.483 -1.987
H -1.833 -3.397 -0.469
C 2.319 0.061 2.833
C 1.512 -0.512 3.994
H 2.146 -1.210 4.544
H 0.621 -1.071 3.679
H 1.200 0.264 4.711
C 0.436 2.432 2.630
C -0.828 1.958 3.354
H -1.229 2.808 3.919
H -0.619 1.145 4.071
H -1.612 1.633 2.655
C -1.381 1.350 0.064
O -2.250 2.192 0.107
C -0.595 -3.196 -3.737
H -1.541 -3.064 -4.267
H 0.188 -2.655 -4.274
H -0.341 -4.263 -3.779
C 3.586 0.759 3.327
H 4.186 0.020 3.874
H 4.206 1.145 2.515
H 3.362 1.575 4.019
C 1.367 3.198 3.580
H 0.824 4.085 3.929
H 1.617 2.600 4.475
H 2.285 3.540 3.098
C -3.025 -0.958 -3.850
H -3.282 -2.032 -3.807
H -3.941 -0.421 -4.131
H -2.286 -0.787 -4.635
H -2.462 0.671 -2.557
H 0.125 3.123 1.822
H 0.275 -2.991 -1.781
H 2.615 -0.773 2.171
H 1.794 0.251 -1.195
H 1.129 -1.264 0.060
N -0.956 -1.418 1.361
H -1.084 -1.036 2.281
H -0.334 -2.249 1.454
H -1.843 -1.752 1.000
*
```

HOMO level (alpha / beta)	-19.6 / -19.5	eV
LUMO energy (alpha / beta)	-13.11 / -12.64	eV
Kohn-Sham gap (alpha / beta)	6.464 / 6.868	eV
total energy	-67558.166	eV